ORCA calculation (ωB97M-V/def2-TZVPD) on a cluster of 3 separate species, C3H10N2 in total at a distorted geometry.

Calculated values
Energy above the lowest of the compared OMol25 structures with the same formula, charge and spin: 81.9 kcal per mole
Kohn-Sham gap: 0.3402 hartree
HOMO: -8.4 eV
Calculated total energy: -6249.878 eV
Total charge: 0

```
15
Properties=species:S:1:pos:R:3:lowdin_charge:R:1
H 0.601 0.195 2.338 0.01
H 1.020 0.232 1.443 -0.02
H -1.845 0.089 0.801 0.07
C 1.171 1.051 -0.798 -0.37
H -0.202 -1.746 0.934 0.08
N 0.400 2.057 -0.829 0.09
C -0.306 -1.177 0.014 -0.10
C -1.599 -0.442 -0.115 -0.13
H -1.568 0.286 -0.927 0.07
N 1.128 -0.056 0.026 -0.10
H -0.037 -1.755 -0.868 0.09
H -2.385 -1.161 -0.366 0.08
H 2.013 1.044 -1.493 0.11
H 1.959 -0.635 -0.018 0.10
H -0.350 2.018 -0.143 0.03
```